Entry from the OMol25 dataset: C5H8N2O in the gas phase in a non-equilibrium geometry (ωB97M-V/def2-TZVPD).

Structure (ORCA input):
```
! wB97M-V def2-TZVPD RIJCOSX def2/J DEFGRID3
* xyz 0 1
O 2.922 0.122 -0.606
C 2.018 -0.304 0.120
N 0.722 -0.189 -0.255
C -0.354 -0.748 0.573
C -1.714 -1.097 -0.062
N -2.201 0.180 -0.649
C -1.128 1.246 0.016
C -0.039 0.677 0.762
H 2.422 -0.405 1.142
H 0.091 -1.467 1.439
H -1.779 -1.839 -0.839
H -2.282 -1.422 0.818
H -1.798 0.100 -1.564
H -0.894 2.025 -0.683
H -1.752 2.004 0.853
H 0.268 1.449 1.563
*
```

## Properties
largest force on an atom	0.1384	hartree/bohr
E_tot	-379.9210	hartree
energy above the lowest of the compared OMol25 structures with the same formula, charge and spin	4.548	eV
lowest unoccupied orbital energy	0.81	eV
SMILES	O=CN1[C@@H]2CNC[C@@H]21
HOMO	-9.90	eV